# 1
The following is a quantum chemistry calculation of C2H3Cl2NOS in the gas phase in a non-equilibrium geometry, from the OMol25 dataset.

Geometry as ORCA input:
```
! RIJCOSX wB97M-V def2-TZVPD def2/J DEFGRID3
* xyz 0 3
C -1.088 0.818 0.928
C 0.705 -0.532 0.082
N -0.368 0.336 -0.111
O -0.925 0.626 2.086
S 2.114 -0.220 -0.965
Cl -2.362 1.886 0.321
Cl 0.094 -2.397 -0.304
H 1.004 -0.577 1.127
H -0.664 0.562 -1.053
H 1.490 -0.501 -2.112
*
```

Summary:
Relative energy (zero: lowest compared OMol25 entry of this formula, charge and spin)   1.698 eV
LUMO level (spin up / spin down)   0.3 / -4.5 eV
HOMO level (spin up / spin down)   -5.84 / -10.56 eV
Strongest force on any atom   3.6 eV/A
Gap between HOMO and LUMO (spin up / spin down)   6.1 / 6.1 eV



# 2
The following is a quantum chemistry calculation of C5H6IN3O2 in the gas phase in a non-equilibrium geometry, from the OMol25 dataset.

Geometry as ORCA input:
```
! RIJCOSX wB97M-V def2-TZVPD def2/J DEFGRID3
* xyz 0 1
C 0.345 1.746 -0.357
C 0.943 0.531 -0.981
C -0.297 1.745 0.801
C 0.221 -0.679 -0.411
C -0.030 -0.537 1.035
N -0.308 0.630 1.593
N -0.279 -1.656 1.812
N -1.137 -0.668 -1.117
O -1.792 -1.681 -1.246
O -1.358 0.390 -1.715
I 3.155 0.390 -1.191
H 0.506 2.593 -0.934
H 0.685 0.602 -2.050
H -0.897 2.551 1.114
H 0.682 -1.668 -0.577
H -0.001 -2.493 1.352
H -0.437 -1.797 2.873
*
```

Summary:
Relative energy (zero: lowest compared OMol25 entry of this formula, charge and spin)   0.939 eV
SMILES   NC1=NC=C[C@@H](I)[C@@H]1[N+](=O)[O-]
LUMO level   -0.4 eV
HOMO level   -8.36 eV
Strongest force on any atom   5.5 eV/A
Gap between HOMO and LUMO   7.9 eV



# 3
The following is a quantum chemistry calculation of a molecular structure, C21H33Br2N3OPdSSi, from the OMol25 dataset.

Geometry as ORCA input:
```
! RIJCOSX wB97M-V def2-TZVPD def2/J DEFGRID3
* xyz 2 1
Pd 0.066 0.144 -0.389
N -1.275 -1.099 0.444
C -1.063 -1.654 1.740
C -1.147 -3.024 1.936
C -1.035 -3.520 3.225
C -0.822 -2.649 4.286
C -0.688 -1.286 4.065
C -0.795 -0.763 2.779
C -0.520 0.663 2.498
C -0.824 1.639 3.459
C -0.497 2.970 3.282
C 0.179 3.380 2.143
C 0.479 2.453 1.152
C 0.136 1.133 1.361
H -1.517 -1.796 -0.258
H -1.995 -0.343 0.389
H -1.343 -3.690 1.104
H -1.126 -4.583 3.401
H -0.739 -3.038 5.292
H -0.478 -0.625 4.896
H -1.350 1.329 4.354
H -0.775 3.693 4.036
H 0.449 4.418 2.002
H 0.991 2.773 0.254
Br 0.146 -1.363 -2.867
C 1.111 0.087 -3.703
Br 1.017 1.691 -2.632
H 0.645 0.301 -4.658
H 2.148 -0.209 -3.789
C 2.412 -2.246 2.514
N 2.808 -0.837 2.467
C 2.848 -0.160 3.765
C 2.993 -0.185 1.321
S 2.207 -0.739 -0.159
N 3.842 0.830 1.252
C 4.973 0.969 2.180
C 3.917 1.729 0.097
H 2.919 -2.700 3.364
H 2.723 -2.755 1.608
H 1.340 -2.355 2.648
H 1.941 -0.435 4.303
H 2.856 0.918 3.624
H 3.710 -0.465 4.357
H 5.090 0.068 2.770
H 4.844 1.831 2.833
H 5.872 1.111 1.581
H 2.935 1.897 -0.327
H 4.570 1.313 -0.671
H 4.330 2.676 0.440
C -1.944 3.735 -1.636
Si -2.546 1.975 -1.767
C -4.297 1.826 -1.159
C -2.443 1.400 -3.549
O -1.673 1.016 -0.684
H -2.496 4.358 -2.344
H -0.883 3.870 -1.863
H -2.123 4.140 -0.637
H -4.888 2.635 -1.599
H -4.371 1.924 -0.074
H -4.770 0.886 -1.448
H -3.448 1.421 -3.978
H -2.077 0.378 -3.674
H -1.822 2.067 -4.149
*
```

Summary:
Relative energy (zero: lowest compared OMol25 entry of this formula, charge and spin)   2.347 eV
LUMO level   -8.4 eV
HOMO level   -14.72 eV
Strongest force on any atom   0.7 eV/A
Gap between HOMO and LUMO   6.3 eV



# 4
The following is a quantum chemistry calculation of a molecular structure, C6H15ClN in a non-equilibrium geometry, from the OMol25 dataset.

Geometry as ORCA input:
```
! RIJCOSX wB97M-V def2-TZVPD def2/J DEFGRID3
* xyz 1 1
C 1.653 -0.040 0.928
C -0.772 1.875 0.707
C -0.154 1.701 -1.727
C -0.270 -2.676 -0.151
C 0.485 -0.333 -0.040
C -0.701 1.070 -0.556
N -0.415 -1.366 0.543
Cl -2.151 0.165 -1.009
H 2.503 0.612 0.674
H 2.212 -0.922 1.041
H 1.402 0.457 1.847
H -1.368 2.770 0.744
H 0.156 2.293 0.926
H -1.163 1.271 1.519
H 0.797 2.060 -1.342
H -0.801 2.489 -2.006
H 0.109 0.948 -2.494
H -0.714 -2.579 -1.087
H 0.702 -3.139 -0.077
H -0.919 -3.197 0.515
H 0.934 -0.754 -0.969
H -1.403 -1.230 0.438
H -0.122 -1.476 1.578
*
```

Summary:
Relative energy (zero: lowest compared OMol25 entry of this formula, charge and spin)   0.000 eV
LUMO level   -2.9 eV
HOMO level   -14.25 eV
Strongest force on any atom   4.7 eV/A
Gap between HOMO and LUMO   11.3 eV



- Which of these has the lowest strongest force on any atom?
  C21H33Br2N3OPdSSi



- Which of these has the highest strongest force on any atom?
  C5H6IN3O2